[1]
C43H54N5O11P2SW as an isolated structure in a non-equilibrium geometry. Source: the OMol25 dataset; level of theory: the ωB97M-V functional and the def2-TZVPD basis.

Summary:
**E_LUMO (alpha / beta)**: -0.1229 / -0.1392 Ha
**⟨S²⟩**: 2.013
**Relative energy (zero: lowest compared OMol25 entry of this formula, charge and spin)**: 30.9 kJ/mol
**E**: -3920.5664 Ha
**Spin multiplicity**: 3
**HOMO-LUMO gap (alpha / beta)**: 6.69 / 7.21 eV
**E_HOMO (alpha / beta)**: -10.0 / -11.0 eV
**Charge**: +1

Each line ends with the Löwdin charge.
Atoms and positions in Å:
W  -0.747  0.118  0.560  1.85
C  -1.551  -3.463  -2.123  0.00
C  -1.621  -2.298  -1.209  -0.26
N  -0.625  -1.567  -0.871  -0.08
N  0.598  -1.843  -1.420  0.12
C  1.394  -0.859  -1.114  -0.40
O  0.979  0.208  -0.465  -0.19
C  2.804  -0.886  -1.536  -0.15
C  3.227  -1.737  -2.553  -0.03
C  4.566  -1.773  -2.905  -0.07
C  5.482  -0.972  -2.236  -0.07
C  5.060  -0.130  -1.217  -0.06
C  3.721  -0.083  -0.867  -0.01
C  -2.875  -1.814  -0.652  -0.18
C  -4.101  -2.402  -0.955  0.02
C  -5.248  -1.866  -0.410  -0.02
C  -5.132  -0.764  0.422  -0.03
C  -3.891  -0.227  0.684  -0.12
N  -2.751  -0.724  0.157  0.00
H  -0.520  -3.670  -2.395  0.08
H  -2.124  -3.258  -3.030  0.10
H  -1.984  -4.343  -1.645  0.10
H  2.509  -2.363  -3.065  0.12
H  4.895  -2.427  -3.701  0.11
H  6.529  -1.010  -2.506  0.11
H  5.774  0.490  -0.691  0.11
H  3.375  0.553  -0.068  0.08
H  -4.145  -3.263  -1.603  0.12
H  -6.211  -2.304  -0.630  0.12
H  -5.998  -0.311  0.885  0.12
H  -3.789  0.616  1.340  0.10
C  -3.963  1.921  -1.727  0.01
C  -3.292  2.522  -0.549  -0.33
N  -2.234  2.075  0.107  0.08
C  -2.007  2.963  1.136  -0.12
C  -2.954  3.959  1.110  -0.05
N  -3.743  3.650  0.033  0.20
C  -3.266  5.168  1.907  -0.48
O  -2.463  5.440  2.915  0.15
O  -4.230  5.825  1.606  0.12
C  -0.817  2.769  1.968  -0.54
O  -0.565  3.526  2.896  0.07
O  -0.063  1.798  1.564  -0.14
H  -3.627  0.899  -1.862  0.06
H  -3.707  2.468  -2.636  0.09
H  -5.047  1.941  -1.604  0.10
H  -4.525  4.221  -0.255  0.18
H  -1.721  4.776  2.993  0.08
C  -1.601  -1.793  4.338  -0.15
P  -1.961  -0.097  3.883  0.67
C  -3.665  0.241  4.382  -0.15
C  -0.924  0.965  4.874  -0.13
O  -1.896  0.143  2.376  -0.50
H  -1.776  -1.930  5.405  0.07
H  -0.549  -1.996  4.128  0.01
H  -2.247  -2.470  3.778  0.07
H  -3.780  0.096  5.455  0.06
H  -4.353  -0.427  3.865  0.05
H  -3.920  1.274  4.141  0.06
H  -1.228  0.863  5.915  0.08
H  -1.021  2.009  4.567  0.05
H  0.109  0.634  4.768  0.03
O  -1.244  0.969  -2.150  -0.55
S  -0.950  0.344  -3.491  1.02
C  -1.837  1.344  -4.669  -0.38
C  -2.859  0.732  -5.376  -0.09
C  -3.647  1.496  -6.230  -0.07
C  -3.401  2.853  -6.359  -0.06
C  -2.370  3.458  -5.646  -0.06
C  -1.582  2.706  -4.796  -0.06
C  0.728  0.774  -3.903  -0.39
C  1.345  0.100  -4.949  -0.08
C  2.664  0.396  -5.251  -0.07
C  3.354  1.337  -4.498  -0.06
C  2.729  1.991  -3.448  -0.06
C  1.404  1.714  -3.142  -0.08
H  -3.035  -0.330  -5.263  0.10
H  -4.445  1.029  -6.790  0.11
H  -4.011  3.447  -7.026  0.11
H  -2.185  4.517  -5.766  0.11
H  -0.774  3.159  -4.237  0.12
H  0.808  -0.653  -5.512  0.12
H  3.161  -0.122  -6.060  0.11
H  4.389  1.550  -4.726  0.11
H  3.280  2.706  -2.852  0.12
H  0.906  2.186  -2.304  0.11
C  3.861  -4.215  2.330  -0.02
C  2.474  -3.767  1.889  -0.60
C  2.186  -4.176  0.456  -0.02
C  1.409  -4.296  2.831  -0.04
O  2.547  -2.304  1.889  -0.15
P  1.563  -1.256  2.540  0.31
O  1.285  -1.506  3.972  -0.27
O  0.277  -1.254  1.657  -0.38
O  2.255  0.118  2.219  -0.17
C  3.248  0.863  3.006  -0.58
C  3.582  2.071  2.144  -0.01
C  2.648  1.342  4.315  -0.03
C  4.457  -0.031  3.219  -0.01
H  3.948  -5.300  2.269  0.09
H  4.048  -3.909  3.358  0.09
H  4.618  -3.769  1.687  0.09
H  2.170  -5.264  0.376  0.09
H  2.953  -3.790  -0.215  0.09
H  1.222  -3.788  0.132  0.07
H  1.430  -5.386  2.789  0.10
H  0.411  -3.974  2.526  0.08
H  1.582  -3.978  3.855  0.08
H  2.706  2.709  2.027  0.09
H  3.936  1.774  1.159  0.06
H  4.373  2.650  2.622  0.10
H  1.749  1.922  4.116  0.07
H  3.369  1.994  4.810  0.10
H  2.417  0.512  4.978  0.08
H  4.918  -0.291  2.267  0.09
H  4.175  -0.951  3.732  0.08
H  5.193  0.486  3.836  0.10



[2]
A 2-piece molecular cluster, C2H8ClN2OP overall in a non-equilibrium geometry. Source: the OMol25 dataset; level of theory: the ωB97M-V functional and the def2-TZVPD basis.

Summary:
**E_LUMO**: 0.0244 Ha
**Relative energy (zero: lowest compared OMol25 entry of this formula, charge and spin)**: 173.6 kJ/mol
**E**: -1067.2982 Ha
**HOMO-LUMO gap**: 9.76 eV
**E_HOMO**: -9.1 eV
**Structure (SMILES)**: CNP(O)Cl.C=N

Each line ends with the Löwdin charge.
Atoms and positions in Å:
C  -0.055  -1.402  0.750  -0.16
N  0.079  -1.206  -0.672  -0.36
P  1.352  -0.656  -1.658  0.46
O  2.493  -1.030  -0.663  -0.31
Cl  1.315  1.413  -1.296  0.14
H  -0.811  -0.734  1.037  0.01
H  -0.237  -2.493  1.047  0.10
H  0.950  -0.977  1.126  0.10
H  -0.820  -1.207  -1.188  0.08
H  3.327  -0.907  -0.963  0.00
C  -1.300  1.889  0.781  -0.21
N  -2.297  1.483  0.161  0.03
H  -1.155  1.468  1.771  0.06
H  -0.487  2.537  0.594  0.02
H  -2.353  1.823  -0.828  0.06



[3]
C23H31BrO2SSiSr as an isolated structure in a non-equilibrium geometry. Source: the OMol25 dataset; level of theory: the ωB97M-V functional and the def2-TZVPD basis.

Summary:
**E_LUMO**: -0.0067 Ha
**Relative energy (zero: lowest compared OMol25 entry of this formula, charge and spin)**: 23.7 kJ/mol
**E**: -4337.8485 Ha
**HOMO-LUMO gap**: 6.50 eV
**E_HOMO**: -6.7 eV

Each line ends with the Löwdin charge.
Atoms and positions in Å:
Sr  0.537  -0.507  -0.977  1.35
Br  0.031  -4.079  0.163  0.78
C  1.900  -4.409  0.398  -0.60
C  2.234  -5.646  0.872  -0.15
C  3.586  -5.966  1.099  -0.09
C  4.551  -5.034  0.850  -0.05
C  4.213  -3.751  0.358  -0.18
C  5.230  -2.796  0.107  -0.06
C  4.902  -1.565  -0.375  -0.10
C  3.544  -1.250  -0.624  -0.21
C  2.485  -2.111  -0.410  -0.24
C  2.852  -3.397  0.102  -0.26
H  1.462  -6.375  1.073  0.09
H  3.846  -6.948  1.472  0.10
H  5.595  -5.266  1.027  0.11
H  6.262  -3.063  0.300  0.10
H  5.678  -0.835  -0.578  0.09
H  3.357  -0.251  -1.031  0.03
C  0.930  -1.120  2.511  -0.12
O  1.425  0.030  1.809  -0.19
H  0.889  -0.929  3.585  0.08
H  1.548  -1.996  2.310  0.07
H  -0.075  -1.318  2.144  0.06
H  2.369  0.094  1.985  0.08
C  -3.208  4.807  1.036  -0.04
C  -1.970  4.122  0.532  -0.27
C  -1.865  3.716  -0.796  -0.03
C  -0.739  3.052  -1.249  -0.07
C  0.294  2.796  -0.361  -0.42
C  0.211  3.176  0.972  -0.07
C  -0.919  3.845  1.406  -0.02
S  1.785  2.007  -0.945  0.89
C  2.526  3.482  -1.671  -0.19
O  1.377  1.180  -2.136  -0.74
H  -3.956  4.902  0.251  0.08
H  -2.972  5.804  1.412  0.09
H  -3.647  4.239  1.857  0.09
H  -2.687  3.897  -1.478  0.12
H  -0.663  2.721  -2.278  0.12
H  1.009  2.932  1.663  0.11
H  -1.003  4.136  2.446  0.12
H  1.834  3.828  -2.437  0.07
H  3.482  3.203  -2.109  0.06
H  2.657  4.230  -0.892  0.07
C  -5.002  -1.501  -1.058  -0.20
Si  -3.574  -0.278  -0.823  0.35
C  -4.064  0.960  0.527  -0.19
C  -3.498  0.674  -2.462  -0.20
C  -2.002  -1.121  -0.377  -0.44
H  -5.947  -1.020  -1.322  0.02
H  -5.159  -2.091  -0.152  0.02
H  -4.744  -2.198  -1.860  0.02
H  -5.051  1.398  0.354  0.03
H  -3.338  1.773  0.586  -0.01
H  -4.083  0.462  1.499  0.03
H  -4.456  1.146  -2.698  0.02
H  -3.257  -0.014  -3.277  0.02
H  -2.730  1.453  -2.452  -0.01
H  -2.120  -2.189  -0.593  -0.09
H  -1.872  -1.036  0.715  -0.06



[4]
C8H18I2NO2P2Pr as an isolated structure in a non-equilibrium geometry. Source: the OMol25 dataset; level of theory: the ωB97M-V functional and the def2-TZVPD basis.

Summary:
**E_LUMO (alpha / beta)**: -0.3847 / -0.3903 Ha
**⟨S²⟩**: 2.393
**Relative energy (zero: lowest compared OMol25 entry of this formula, charge and spin)**: 191.5 kJ/mol
**E**: -2315.3498 Ha
**Spin multiplicity**: 3
**HOMO-LUMO gap (alpha / beta)**: 4.82 / 5.45 eV
**E_HOMO (alpha / beta)**: -15.3 / -16.1 eV
**Charge**: +2

Each line ends with the Löwdin charge.
Atoms and positions in Å:
I  0.360  -1.171  -3.919  0.47
I  -0.425  1.659  -2.951  0.62
Pr  0.011  -0.341  -0.852  -0.12
P  -2.786  -0.098  -0.032  0.80
C  -3.714  1.426  0.362  -0.21
C  -3.289  -0.674  -1.705  -0.25
H  -4.385  -0.818  -1.753  0.09
H  -4.426  -1.573  1.066  0.08
H  -2.758  -1.634  -1.904  0.06
H  -2.813  -2.337  0.810  0.06
H  -3.465  2.214  -0.360  0.06
H  -2.999  0.103  -2.434  0.01
C  -3.331  -1.412  1.113  -0.22
H  -4.817  1.303  0.339  0.08
H  -3.069  -1.090  2.129  0.06
H  -3.459  1.744  1.382  0.07
P  2.788  0.002  -0.026  0.81
C  3.665  1.551  0.382  -0.21
C  3.375  -1.299  1.123  -0.21
H  2.824  -1.537  -1.887  0.03
H  4.423  -0.680  -1.733  0.09
H  3.021  0.205  -2.425  0.04
C  3.326  -0.561  -1.692  -0.27
H  2.888  -2.241  0.821  0.06
H  4.475  -1.427  1.082  0.08
H  4.772  1.469  0.364  0.09
H  3.394  1.859  1.400  0.07
H  3.101  -0.989  2.140  0.06
H  3.393  2.333  -0.339  0.06
C  -0.036  1.905  0.054  -0.26
O  -0.055  2.849  0.721  0.19
O  -0.002  0.162  3.942  0.15
C  0.003  -0.246  2.810  -0.42
N  0.009  -0.657  1.656  -0.02



[5]
C10H17CuNO5 as an isolated structure in a non-equilibrium geometry. Source: the OMol25 dataset; level of theory: the ωB97M-V functional and the def2-TZVPD basis.

Summary:
**E_LUMO (alpha / beta)**: -0.2921 / -0.3987 Ha
**⟨S²⟩**: 0.752
**Relative energy (zero: lowest compared OMol25 entry of this formula, charge and spin)**: 0.0 kJ/mol
**E**: -2461.9879 Ha
**Spin multiplicity**: 2
**HOMO-LUMO gap (alpha / beta)**: 9.27 / 6.30 eV
**E_HOMO (alpha / beta)**: -17.2 / -17.1 eV
**Charge**: +2

Each line ends with the Löwdin charge.
Atoms and positions in Å:
Cu  0.042  -0.891  1.219  1.02
O  -1.197  -1.079  -0.543  0.03
C  -0.833  -1.204  -1.728  -0.32
O  0.892  0.281  -0.142  0.06
C  0.940  0.335  -1.381  -0.40
O  1.734  1.172  -2.061  0.12
N  0.225  -0.448  -2.244  0.09
C  1.484  1.007  -3.511  -0.04
C  0.617  -0.231  -3.673  -0.05
H  2.461  0.889  -3.996  0.15
H  0.971  1.912  -3.888  0.15
H  1.193  -1.071  -4.144  0.16
H  -0.245  0.016  -4.316  0.15
C  -1.291  -2.166  -2.722  -0.05
C  -2.429  -2.873  -2.535  0.17
H  -0.623  -2.294  -3.597  0.12
H  -3.063  -2.639  -1.678  0.10
H  -2.692  -3.649  -3.259  0.10
C  -2.445  0.587  2.060  -0.03
O  -1.049  0.526  2.346  -0.26
C  -0.355  1.820  2.410  -0.12
C  0.992  1.558  3.077  -0.11
O  1.314  0.187  2.753  -0.27
C  2.317  -0.460  3.494  -0.04
H  -2.769  1.603  1.772  0.12
H  -2.958  0.323  2.998  0.12
H  -2.601  -0.157  1.278  0.08
H  -0.145  2.221  1.402  0.13
H  -0.921  2.587  2.974  0.16
H  1.778  2.188  2.621  0.15
H  0.934  1.785  4.165  0.16
H  1.940  -0.886  4.443  0.12
H  2.648  -1.201  2.765  0.10
H  3.134  0.250  3.641  0.12



Question: The highest E belongs to which entry?
Answer: C2H8ClN2OP